Record 1
Below is a molecular structure, C26H30N2S2V, with properties calculated with ωB97M-V with the def2-TZVPD basis set.

Multiplicity = 3
HOMO energy (spin up / spin down) = -3.64 / -4.28 eV
Relative energy (zero: lowest compared OMol25 entry of this formula, charge and spin) = 0.0 kcal per mole
Largest force on an atom = 0.2 eV/Å
Charge = -1

Last column: Löwdin spin population.
Cartesian coordinates (Å):
V (0.0305, -0.9214, -0.3618)  1.180
C (-2.6335, 0.9552, 0.7212)  0.010
N (-1.7300, 0.9066, -0.4171)  0.005
C (-2.4202, 0.9946, -1.7060)  0.001
C (-2.4892, -0.3629, -2.3712)  0.001
N (-1.1523, -0.9822, -2.4876)  0.011
C (-0.3330, -0.2918, -3.4844)  0.005
C (-1.3487, -2.3926, -2.7552)  0.003
C (-1.2159, -2.9270, -4.0274)  0.000
C (-1.4737, -4.2720, -4.2627)  0.001
C (-1.8817, -5.0776, -3.2112)  0.000
C (-2.0094, -4.5450, -1.9380)  0.001
C (-1.7336, -3.2020, -1.6734)  0.002
S (-1.8086, -2.5656, -0.0414)  0.004
C (-0.5776, 1.7851, -0.3602)  0.013
C (-0.6686, 3.1691, -0.2832)  -0.003
C (0.5076, 3.9015, -0.3530)  0.017
C (1.7254, 3.2394, -0.4938)  -0.002
C (1.7774, 1.8519, -0.5504)  0.011
C (0.6107, 1.0859, -0.4806)  -0.018
S (1.6977, -1.9028, -1.0557)  -0.059
H (-3.1615, 1.9169, 0.8018)  0.000
H (-2.0657, 0.7754, 1.6341)  0.010
H (-3.3641, 0.1503, 0.6275)  0.000
H (-1.8911, 1.7023, -2.3462)  0.000
H (-3.4383, 1.3830, -1.5786)  0.000
H (-2.9477, -0.2772, -3.3676)  0.000
H (-3.1020, -1.0286, -1.7654)  0.000
H (-0.8512, -0.1925, -4.4486)  0.000
H (0.5983, -0.8397, -3.6092)  0.003
H (-0.0842, 0.7023, -3.1173)  0.000
H (-0.8984, -2.2991, -4.8489)  0.000
H (-1.3516, -4.6802, -5.2582)  0.000
H (-2.0839, -6.1294, -3.3763)  0.000
H (-2.2954, -5.1768, -1.1061)  0.000
H (-1.6279, 3.6677, -0.1809)  -0.001
H (0.4814, 4.9835, -0.2907)  0.001
H (2.6420, 3.8175, -0.5413)  -0.001
H (2.7386, 1.3571, -0.6453)  0.000
C (0.8855, -0.9911, 4.0940)  0.013
C (1.4078, -0.6543, 2.6782)  0.074
C (2.6224, -1.5587, 2.4030)  0.037
C (0.3480, -1.0206, 1.6576)  0.601
C (1.7981, 0.8195, 2.7113)  0.007
C (3.1174, 1.2527, 2.7946)  0.001
C (3.4223, 2.5994, 2.9601)  0.000
C (2.4126, 3.5427, 3.0406)  0.000
C (1.0897, 3.1271, 2.9431)  0.001
C (0.7933, 1.7851, 2.7852)  0.010
H (0.6602, -2.0579, 4.1592)  0.000
H (-0.0273, -0.4341, 4.3132)  0.002
H (1.6302, -0.7413, 4.8551)  0.001
H (2.2896, -2.5924, 2.2990)  0.001
H (3.3407, -1.5086, 3.2275)  0.006
H (3.1120, -1.2847, 1.4694)  0.000
H (-0.1589, -1.9181, 2.0360)  0.040
H (3.9271, 0.5386, 2.7309)  0.000
H (4.4597, 2.9085, 3.0193)  0.000
H (2.6510, 4.5931, 3.1576)  0.000
H (0.2870, 3.8544, 2.9743)  0.000
H (-0.2393, 1.4619, 2.7011)  0.008



Record 2
Below is a molecular structure, C32H36FeN5O3Si in a non-equilibrium geometry, with properties calculated with ωB97M-V with the def2-TZVPD basis set.

Multiplicity = 2
HOMO energy (spin up / spin down) = -12.36 / -11.17 eV
Largest force on an atom = 2.7 eV/Å
Charge = +2

Last column: Löwdin spin population.
Cartesian coordinates (Å):
Fe (0.3979, 1.7046, 0.3020)  1.100
N (-2.1251, 0.4587, 4.0828)  0.002
C (-1.5615, 1.2245, 3.1394)  0.002
N (-0.6735, 0.8179, 2.2901)  0.009
C (-0.2145, -0.4985, 2.3995)  -0.003
N (0.9031, -0.8593, 1.8542)  0.001
N (1.5697, 0.1472, 1.2713)  -0.012
C (2.8476, 0.1996, 1.2811)  -0.042
C (3.4362, 1.4820, 0.9746)  -0.009
C (4.7912, 1.7427, 1.1836)  -0.006
C (5.2628, 3.0331, 1.0505)  -0.007
C (4.3674, 4.0388, 0.7089)  -0.007
C (3.0430, 3.6956, 0.4976)  -0.008
N (2.5777, 2.4551, 0.6128)  -0.010
C (-0.9506, -1.4382, 3.2265)  0.000
C (-0.7126, -2.8139, 3.2194)  -0.001
C (-1.4004, -3.6372, 4.0864)  0.000
C (-2.3219, -3.1008, 4.9831)  -0.001
C (-2.5757, -1.7424, 5.0041)  0.000
C (-1.8938, -0.9166, 4.1202)  -0.001
H (-2.7501, 0.8609, 4.7635)  0.000
H (-1.8945, 2.2550, 3.0960)  0.000
H (3.4547, -0.6279, 1.6410)  -0.002
H (5.4476, 0.9358, 1.4824)  0.000
H (6.3046, 3.2614, 1.2281)  0.000
H (4.6885, 5.0669, 0.6250)  0.000
H (2.3163, 4.4561, 0.2351)  0.000
H (0.0189, -3.2065, 2.5268)  0.000
H (-1.2207, -4.7035, 4.0758)  0.000
H (-2.8449, -3.7486, 5.6730)  0.000
H (-3.3006, -1.3267, 5.6927)  0.000
C (-2.3123, -0.0652, 0.0329)  0.000
O (-1.2554, 0.4526, -0.7772)  0.003
C (-1.7609, 1.2634, -1.8530)  0.000
C (-0.6394, 1.6023, -2.8164)  0.001
O (0.4867, 2.0543, -2.0826)  0.016
C (0.8350, 3.4228, -2.2388)  0.000
C (-0.1794, 4.3403, -1.5778)  0.000
O (-0.5032, 3.8171, -0.2974)  -0.003
C (-1.4135, 4.6403, 0.4185)  -0.001
H (-2.9837, -0.6920, -0.5586)  0.000
H (-2.8886, 0.7446, 0.4853)  0.000
H (-1.8523, -0.6687, 0.8123)  0.000
H (-2.1633, 2.1795, -1.4097)  0.000
H (-2.5670, 0.7467, -2.3847)  0.000
H (-0.9875, 2.3453, -3.5374)  0.000
H (-0.3206, 0.7208, -3.3618)  0.000
H (0.9272, 3.6839, -3.2966)  0.000
H (1.8041, 3.5111, -1.7538)  0.000
H (-1.0939, 4.4122, -2.1796)  0.000
H (0.2509, 5.3428, -1.4883)  0.000
H (-2.3487, 4.7610, -0.1355)  0.000
H (-0.9832, 5.6248, 0.6131)  0.000
H (-1.6141, 4.1409, 1.3629)  0.000
C (0.9310, -2.1028, -5.9448)  0.000
C (2.0501, -1.8449, -5.1647)  0.000
C (1.9166, -1.6640, -3.7997)  -0.001
C (0.6616, -1.7713, -3.1849)  -0.002
C (-0.4574, -2.0458, -3.9858)  0.000
C (-0.3244, -2.1932, -5.3524)  0.000
Si (0.5481, -1.5822, -1.3561)  -0.010
C (-0.3496, -2.8454, -0.3678)  -0.001
C (-1.6734, -3.1977, -0.6650)  0.000
C (-2.3316, -4.1536, 0.0854)  0.000
C (-1.6696, -4.7920, 1.1276)  0.000
C (-0.3522, -4.4669, 1.4225)  0.000
C (0.3032, -3.4941, 0.6895)  0.000
H (1.0337, -2.2391, -7.0127)  0.000
H (3.0276, -1.7893, -5.6239)  0.000
H (2.7964, -1.4473, -3.2033)  0.000
H (-1.4405, -2.1379, -3.5379)  0.000
H (-1.1969, -2.3874, -5.9614)  0.000
H (1.3312, -0.5417, -0.6819)  -0.006
H (-2.1897, -2.7195, -1.4895)  0.000
H (-3.3570, -4.4073, -0.1468)  0.000
H (-2.1820, -5.5523, 1.7015)  0.000
H (0.1691, -4.9752, 2.2224)  0.000
H (1.3318, -3.2457, 0.9260)  0.000



Record 3
Below is CH4S4 in the gas phase in a non-equilibrium geometry, with properties calculated with ωB97M-V with the def2-TZVPD basis set.

HOMO energy (spin up / spin down) = -8.40 / -8.40 eV
Relative energy (zero: lowest compared OMol25 entry of this formula, charge and spin) = 18.0 kcal per mole
Largest force on an atom = 6.6 eV/Å

Last column: Löwdin charge in e.
Cartesian coordinates (Å):
C (-1.3959, 0.7507, -0.8670)  -0.365
S (0.3140, 0.8954, 1.7400)  0.040
S (2.3555, -1.3793, 1.1474)  0.163
S (0.3260, 1.0167, -0.2260)  0.190
S (1.5739, -1.1937, -0.6555)  0.026
H (-1.3331, 1.2589, -1.8960)  0.067
H (-2.0562, 1.1139, -0.2071)  -0.026
H (-1.4034, -0.3613, -1.0981)  0.052
H (1.6192, -2.1013, 2.0623)  -0.148



Record 4
Below is 2 unconnected molecules or ions with the total composition C4H8BF2NO4, with properties calculated with ωB97M-V with the def2-TZVPD basis set.

HOMO energy = -10.06 eV
Relative energy (zero: lowest compared OMol25 entry of this formula, charge and spin) = 0.0 kcal per mole
Largest force on an atom = 0.7 eV/Å
SMILES = FC1(F)COCC=N1.OB(O)O

Last column: Löwdin charge in e.
Cartesian coordinates (Å):
F (-3.2658, -0.6967, 0.4388)  0.103
C (-1.9776, -0.8128, 0.0092)  -0.566
F (-1.8526, -2.1092, -0.3776)  0.096
C (-1.7360, 0.1418, -1.1646)  -0.094
O (-1.8620, 1.4637, -0.6962)  -0.094
C (-0.9743, 1.7652, 0.3572)  -0.157
C (-0.6493, 0.6039, 1.2336)  -0.096
N (-1.0770, -0.5735, 1.0879)  0.174
H (-0.7340, -0.0622, -1.5646)  0.124
H (-2.4988, 0.0063, -1.9312)  0.143
H (-1.4436, 2.5618, 0.9431)  0.139
H (-0.0185, 2.1510, -0.0406)  0.138
H (0.0476, 0.7770, 2.0442)  0.127
O (2.2085, -1.2164, 1.1752)  0.194
B (2.5688, -0.7376, -0.0404)  -0.908
O (3.8622, -0.4060, -0.2967)  0.196
O (1.6348, -0.5512, -1.0169)  0.179
H (1.2897, -1.4818, 1.2458)  0.085
H (4.4572, -0.5836, 0.4298)  0.106
H (2.0207, -0.2397, -1.8361)  0.111



Record 5
Below is C7H13N in the gas phase in a non-equilibrium geometry, with properties calculated with ωB97M-V with the def2-TZVPD basis set.

HOMO energy = -9.26 eV
Relative energy (zero: lowest compared OMol25 entry of this formula, charge and spin) = 46.8 kcal per mole
Largest force on an atom = 5.5 eV/Å
SMILES = [H]/N=C/C(=C)[C@H](C)CC

Last column: Löwdin charge in e.
Cartesian coordinates (Å):
H (-4.3005, 0.6704, 0.3958)  0.049
N (-3.4449, 0.2006, 0.6975)  0.064
C (-2.3948, 0.5221, 0.0833)  -0.150
C (-0.9252, -0.1751, 0.6278)  -0.260
C (-1.0419, -1.0557, 1.6010)  0.050
C (0.0849, 0.2180, -0.3242)  -0.342
C (0.0555, -0.5736, -1.6223)  -0.063
C (1.5783, -0.0716, 0.5098)  -0.181
C (2.6675, 0.7898, -0.1008)  -0.134
H (-2.3728, 1.2098, -0.7808)  0.102
H (-0.2024, -1.5608, 2.0486)  0.062
H (-2.0307, -1.2196, 2.0093)  0.055
H (0.0674, 1.2945, -0.5104)  0.126
H (0.0424, -1.6426, -1.4196)  0.088
H (0.9324, -0.3470, -2.2264)  0.071
H (-0.8368, -0.3205, -2.1933)  0.073
H (1.8000, -1.1318, 0.3928)  0.097
H (1.4686, 0.1523, 1.5710)  0.093
H (2.4399, 1.8482, 0.0282)  0.071
H (2.7838, 0.5934, -1.1659)  0.062
H (3.6294, 0.5992, 0.3787)  0.068



Record 6
Below is C13H22N4O3S in the gas phase, with properties calculated with ωB97M-V with the def2-TZVPD basis set.

HOMO energy = -8.39 eV
Relative energy (zero: lowest compared OMol25 entry of this formula, charge and spin) = 53.0 kcal per mole
Largest force on an atom = 0.9 eV/Å
SMILES = CCN(CC)CCNS(=O)(=O)c1ccc(C(=O)NN)cc1

Last column: Löwdin charge in e.
Cartesian coordinates (Å):
C (-3.6312, 0.3493, -2.2386)  -0.073
C (-4.4849, 0.5513, -0.9913)  -0.252
N (-3.9488, -0.1863, 0.1390)  -0.199
C (-4.9432, -0.5776, 1.1205)  -0.262
C (-5.7180, -1.8118, 0.6651)  -0.088
C (-2.7418, 0.3985, 0.6875)  -0.195
C (-1.5574, -0.5712, 0.5547)  -0.220
N (-0.2959, 0.0396, 0.9271)  -0.125
S (0.2664, 1.2424, -0.1093)  0.655
O (0.1441, 2.5239, 0.5295)  -0.291
O (-0.3197, 1.0539, -1.4021)  -0.280
C (1.9972, 0.7976, -0.1759)  -0.272
C (2.9262, 1.5536, 0.5108)  -0.044
C (4.2614, 1.1881, 0.4789)  -0.014
C (4.6537, 0.0619, -0.2405)  -0.126
C (6.0743, -0.3862, -0.3321)  -0.458
O (6.5343, -0.9537, -1.3062)  0.063
N (6.8307, -0.1415, 0.7637)  -0.020
N (8.2148, -0.3987, 0.7737)  0.040
C (3.7042, -0.6745, -0.9473)  0.008
C (2.3712, -0.3101, -0.9118)  -0.037
H (-3.5798, -0.7096, -2.4786)  0.077
H (-2.6201, 0.7203, -2.0924)  0.044
H (-4.0753, 0.8784, -3.0785)  0.072
H (-5.4917, 0.1789, -1.1893)  0.105
H (-4.5657, 1.6296, -0.7666)  0.122
H (-4.4229, -0.8274, 2.0480)  0.110
H (-5.6488, 0.2427, 1.3406)  0.119
H (-6.3118, -1.6019, -0.2200)  0.060
H (-5.0227, -2.6123, 0.4289)  0.072
H (-6.3864, -2.1432, 1.4560)  0.068
H (-2.4747, 1.3130, 0.1477)  0.107
H (-2.8672, 0.6693, 1.7456)  0.124
H (-1.7106, -1.4605, 1.1705)  0.123
H (-1.4634, -0.8731, -0.4877)  0.108
H (-0.3146, 0.4129, 1.8658)  0.108
H (2.5887, 2.4262, 1.0474)  0.113
H (4.9907, 1.8020, 0.9865)  0.113
H (6.4871, 0.3618, 1.5664)  0.130
H (8.5040, -0.4610, -0.2042)  0.082
H (8.3930, -1.3125, 1.1952)  0.088
H (4.0368, -1.5252, -1.5225)  0.124
H (1.6174, -0.8570, -1.4543)  0.119